C3H5NOS2 | ωB97M-V/def2-TZVPD

Structure (ORCA input):
```
! wB97M-V def2-TZVPD RIJCOSX def2/J DEFGRID3
* xyz 0 1
C 0.53 -1.91 1.96
S 1.41 -1.00 0.66
C -0.07 0.06 0.02
C 0.45 1.34 -0.65
S -0.34 2.49 -1.66
N -1.26 -0.35 -0.24
O -1.69 -1.48 0.40
H -0.21 -2.61 1.34
H -0.01 -1.43 2.70
H 1.26 -2.45 2.68
H 1.50 1.45 -0.63
H -2.71 -1.30 0.39
*
```

Computed properties:
* HOMO-LUMO gap: 0.2803 Ha
* SMILES: CS/C(C=S)=N\O
* DFT total energy: -28395.8502 eV
* lowest unoccupied orbital energy: -1.4 eV
* ΔE to the lowest compared entry with this formula, charge and spin: 101.0 kcal/mol
* HOMO: -8.99 eV

How positive or negative is each atom? The Löwdin charges in e answer that: atom 1 (C): -0.462, atom 2 (S): 0.822, atom 3 (C): -0.548, atom 4 (C): -0.580, atom 5 (S): 0.600, atom 6 (N): -0.024, atom 7 (O): -0.101, atom 8 (H): 0.068, atom 9 (H): -0.005, atom 10 (H): 0.070, atom 11 (H): -0.009, atom 12 (H): 0.169

=====

C38H30O4 | ωB97M-V/def2-TZVPD

Structure (ORCA input):
```
! wB97M-V def2-TZVPD RIJCOSX def2/J DEFGRID3
* xyz 0 1
O 1.68 1.88 1.36
C 0.79 1.05 1.53
C 0.56 0.52 2.92
C -0.55 -0.24 3.32
C -0.57 -0.89 4.56
C 0.35 -0.52 5.54
C 1.36 0.40 5.22
C 1.51 0.85 3.91
C -0.13 0.69 0.35
C -1.46 1.42 0.80
O -2.42 0.74 1.17
C -1.65 2.94 0.74
C -0.72 3.91 0.33
C -1.10 5.24 0.08
C -2.45 5.62 0.17
C -3.38 4.70 0.66
C -2.98 3.40 0.97
C 0.16 1.32 -1.02
C 1.43 1.56 -1.54
C 1.60 1.64 -2.93
C 0.49 1.56 -3.77
C -0.79 1.66 -3.22
C -0.95 1.56 -1.84
C -0.16 -0.83 0.18
C 1.15 -1.59 0.49
C 1.05 -2.94 0.87
C 2.16 -3.74 1.05
C 3.42 -3.13 1.04
C 3.55 -1.78 0.65
C 2.41 -1.03 0.31
C 4.92 -1.33 1.00
C 5.60 -2.62 1.49
O 4.55 -3.68 1.55
C -0.75 -1.32 -1.20
C 0.03 -1.91 -2.23
C -0.55 -2.53 -3.33
C -1.94 -2.47 -3.47
C -2.73 -1.86 -2.48
C -2.13 -1.29 -1.36
C -4.14 -1.87 -2.96
C -4.07 -2.61 -4.31
O -2.64 -2.92 -4.56
H -1.42 -0.31 2.68
H -1.31 -1.68 4.73
H 0.28 -0.95 6.55
H 2.03 0.77 6.01
H 2.37 1.47 3.64
H 0.32 3.62 0.18
H -0.35 5.96 -0.24
H -2.76 6.62 -0.13
H -4.43 5.01 0.77
H -3.75 2.72 1.34
H 2.29 1.67 -0.87
H 2.60 1.71 -3.33
H 0.61 1.42 -4.84
H -1.67 1.77 -3.84
H -1.96 1.63 -1.41
H -0.85 -1.21 0.94
H 0.06 -3.39 0.97
H 2.10 -4.80 1.29
H 2.55 -0.04 -0.13
H 4.89 -0.60 1.83
H 5.47 -0.88 0.17
H 6.38 -2.97 0.80
H 6.03 -2.52 2.50
H 1.12 -1.87 -2.18
H 0.04 -3.02 -4.09
H -2.77 -0.84 -0.59
H -4.80 -2.39 -2.26
H -4.51 -0.85 -3.09
H -4.45 -2.00 -5.14
H -4.63 -3.55 -4.28
*
```

Computed properties:
* HOMO-LUMO gap: 0.2670 Ha
* SMILES: O=C(c1ccccc1)C(C(=O)c1ccccc1)(c1ccccc1)C(c1ccc2c(c1)CCO2)c1ccc2c(c1)CCO2
* DFT total energy: -48081.4101 eV
* lowest unoccupied orbital energy: -0.4 eV
* ΔE to the lowest compared entry with this formula, charge and spin: 0.0 kcal/mol
* HOMO: -7.71 eV

How positive or negative is each atom? The Löwdin charges in e answer that: atom 1 (O): 0.077, atom 2 (C): -0.274, atom 3 (C): -0.113, atom 4 (C): -0.017, atom 5 (C): -0.063, atom 6 (C): -0.078, atom 7 (C): -0.072, atom 8 (C): -0.009, atom 9 (C): -0.192, atom 10 (C): -0.248, atom 11 (O): 0.056, atom 12 (C): -0.124, atom 13 (C): -0.014, atom 14 (C): -0.062, atom 15 (C): -0.079, atom 16 (C): -0.077, atom 17 (C): -0.018, atom 18 (C): -0.174, atom 19 (C): -0.031, atom 20 (C): -0.064, atom 21 (C): -0.087, atom 22 (C): -0.056, atom 23 (C): -0.038, atom 24 (C): -0.127, atom 25 (C): -0.174, atom 26 (C): -0.017, atom 27 (C): 0.011, atom 28 (C): -0.236, atom 29 (C): -0.139, atom 30 (C): 0.029, atom 31 (C): -0.106, atom 32 (C): -0.103, atom 33 (O): -0.025, atom 34 (C): -0.146, atom 35 (C): -0.014, atom 36 (C): 0.012, atom 37 (C): -0.234, atom 38 (C): -0.151, atom 39 (C): 0.018, atom 40 (C): -0.107, atom 41 (C): -0.112, atom 42 (O): -0.025, atom 43 (H): 0.093, atom 44 (H): 0.111, atom 45 (H): 0.105, atom 46 (H): 0.104, atom 47 (H): 0.117, atom 48 (H): 0.109, atom 49 (H): 0.105, atom 50 (H): 0.103, atom 51 (H): 0.107, atom 52 (H): 0.116, atom 53 (H): 0.105, atom 54 (H): 0.103, atom 55 (H): 0.105, atom 56 (H): 0.108, atom 57 (H): 0.130, atom 58 (H): 0.127, atom 59 (H): 0.125, atom 60 (H): 0.115, atom 61 (H): 0.099, atom 62 (H): 0.122, atom 63 (H): 0.119, atom 64 (H): 0.120, atom 65 (H): 0.121, atom 66 (H): 0.121, atom 67 (H): 0.115, atom 68 (H): 0.120, atom 69 (H): 0.119, atom 70 (H): 0.120, atom 71 (H): 0.118, atom 72 (H): 0.118

=====

C2H3P | ωB97M-V/def2-TZVPD

Structure (ORCA input):
```
! wB97M-V def2-TZVPD RIJCOSX def2/J DEFGRID3
* xyz 0 1
C -1.14 1.44 0.05
C -0.21 0.72 -0.14
P 1.48 0.48 -0.09
H -2.06 1.84 0.08
H 2.02 -0.80 -2.22
H 1.08 -0.51 0.92
*
```

Computed properties:
* HOMO-LUMO gap (spin up / spin down): 0.3102 / 0.2951 Ha
* DFT total energy: -11405.1250 eV
* lowest unoccupied orbital energy (spin up / spin down): -1.2 / -0.6 eV
* ΔE to the lowest compared entry with this formula, charge and spin: 83.3 kcal/mol
* HOMO (spin up / spin down): -9.66 / -8.62 eV

How positive or negative is each atom? The Löwdin charges in e answer that: atom 1 (C): 0.030, atom 2 (C): -0.629, atom 3 (P): 0.706, atom 4 (H): -0.005, atom 5 (H): 0.005, atom 6 (H): -0.108

=====

C5H15NO | ωB97M-V/def2-TZVPD

Structure (ORCA input):
```
! wB97M-V def2-TZVPD RIJCOSX def2/J DEFGRID3
* xyz 0 1
C -2.13 -1.86 0.80
C -0.75 -1.17 0.76
C -0.54 -0.38 -0.55
N 0.68 0.40 -0.68
C 1.83 -0.31 -0.23
C 0.92 0.97 -2.02
H -2.29 -2.22 1.83
H -2.22 -2.72 0.11
H -2.93 -1.14 0.55
H -0.71 -0.51 1.65
H 0.02 -1.95 0.88
H -0.62 -1.09 -1.40
H -1.41 0.30 -0.60
H 2.68 0.40 -0.24
H 2.08 -1.17 -0.87
H 1.69 -0.67 0.80
H -0.06 1.40 -2.29
H 1.19 0.21 -2.78
H 1.68 1.77 -2.04
O 0.54 3.49 2.31
H -0.43 3.39 2.43
H 0.77 2.87 1.58
*
```

Computed properties:
* HOMO-LUMO gap: 0.3454 Ha
* SMILES: CCCN(C)C.O
* DFT total energy: -8965.2698 eV
* lowest unoccupied orbital energy: 0.8 eV
* ΔE to the lowest compared entry with this formula, charge and spin: 25.1 kcal/mol
* HOMO: -8.57 eV

How positive or negative is each atom? The Löwdin charges in e answer that: atom 1 (C): -0.119, atom 2 (C): -0.262, atom 3 (C): -0.245, atom 4 (N): -0.300, atom 5 (C): -0.138, atom 6 (C): -0.101, atom 7 (H): 0.071, atom 8 (H): 0.074, atom 9 (H): 0.071, atom 10 (H): 0.113, atom 11 (H): 0.100, atom 12 (H): 0.124, atom 13 (H): 0.119, atom 14 (H): 0.089, atom 15 (H): 0.089, atom 16 (H): 0.076, atom 17 (H): 0.083, atom 18 (H): 0.082, atom 19 (H): 0.085, atom 20 (O): -0.090, atom 21 (H): 0.045, atom 22 (H): 0.033

=====

C30H30BrF6IrN7O6 | ωB97M-V/def2-TZVPD

Structure (ORCA input):
```
! wB97M-V def2-TZVPD RIJCOSX def2/J DEFGRID3
* xyz 2 6
Ir 0.08 -1.10 0.76
C -0.61 2.56 4.00
N 0.68 1.88 3.89
C 1.60 2.04 5.01
C 0.94 1.10 2.85
O 0.15 0.97 1.89
C 2.26 0.34 2.88
O 2.31 -0.62 1.83
C 3.34 -0.50 0.87
C 2.77 -0.07 -0.49
O 1.55 0.14 -0.60
N 3.62 0.04 -1.50
C 5.06 -0.16 -1.38
C 3.15 0.41 -2.83
H -0.49 3.63 3.86
H -1.01 2.39 5.00
H -1.30 2.16 3.26
H 1.34 2.96 5.54
H 2.63 2.14 4.68
H 1.51 1.21 5.72
H 2.37 -0.19 3.83
H 3.08 1.05 2.79
H 3.80 -1.48 0.78
H 4.10 0.21 1.20
H 5.31 -0.81 -0.55
H 5.57 0.80 -1.26
H 5.42 -0.63 -2.29
H 2.09 0.65 -2.79
H 3.30 -0.43 -3.52
H 3.72 1.27 -3.19
C -3.21 -3.08 0.09
O -2.63 -1.78 -0.15
C -3.08 -1.09 -1.20
C -4.11 -1.50 -2.04
C -4.51 -0.71 -3.12
Br -5.89 -1.33 -4.24
C -3.93 0.51 -3.36
C -2.90 0.95 -2.49
C -2.44 0.13 -1.46
O -1.37 0.47 -0.66
C -2.45 2.30 -2.68
N -2.69 3.01 -3.81
C -2.20 4.22 -3.59
C -2.20 5.35 -4.46
C -1.66 6.50 -3.97
C -1.11 6.56 -2.65
C -1.08 5.47 -1.79
C -1.62 4.31 -2.28
N -1.78 3.05 -1.75
H -4.25 -2.98 0.37
H -2.64 -3.51 0.90
H -3.10 -3.70 -0.80
H -4.60 -2.45 -1.87
H -4.25 1.14 -4.17
H -0.66 0.84 -1.19
H -2.63 5.28 -5.45
H -1.65 7.40 -4.58
H -0.70 7.51 -2.31
H -0.66 5.56 -0.80
H -1.63 2.78 -0.79
N -0.84 -1.58 2.56
C -1.01 -1.95 3.65
C -1.22 -2.22 5.00
C -1.60 -3.49 5.45
N -1.91 -4.55 5.80
C -0.97 -1.13 5.88
N -0.71 -0.20 6.51
C 2.40 -3.61 -1.36
C 1.07 -3.74 -0.62
O 0.40 -2.54 -0.61
C 1.33 -4.26 0.81
F 0.23 -4.21 1.58
F 2.25 -3.48 1.43
F 1.78 -5.51 0.82
C 0.19 -4.76 -1.38
F -0.86 -5.17 -0.65
F 0.88 -5.85 -1.75
F -0.30 -4.20 -2.50
H 3.03 -2.88 -0.85
H 2.20 -3.26 -2.37
H 2.94 -4.56 -1.41
*
```

Computed properties:
* HOMO-LUMO gap (spin up / spin down): 0.2595 / 0.1775 Ha
* DFT total energy: -143479.9336 eV
* lowest unoccupied orbital energy (spin up / spin down): -5.7 / -8.8 eV
* ΔE to the lowest compared entry with this formula, charge and spin: 32.7 kcal/mol
* HOMO (spin up / spin down): -12.80 / -13.59 eV

How positive or negative is each atom? The Löwdin charges in e answer that: atom 1 (Ir): 1.447, atom 2 (C): -0.009, atom 3 (N): -0.118, atom 4 (C): -0.017, atom 5 (C): -0.417, atom 6 (O): -0.084, atom 7 (C): -0.084, atom 8 (O): -0.195, atom 9 (C): -0.092, atom 10 (C): -0.404, atom 11 (O): -0.071, atom 12 (N): -0.119, atom 13 (C): -0.006, atom 14 (C): 0.001, atom 15 (H): 0.102, atom 16 (H): 0.093, atom 17 (H): 0.086, atom 18 (H): 0.105, atom 19 (H): 0.094, atom 20 (H): 0.086, atom 21 (H): 0.147, atom 22 (H): 0.142, atom 23 (H): 0.129, atom 24 (H): 0.144, atom 25 (H): 0.089, atom 26 (H): 0.109, atom 27 (H): 0.106, atom 28 (H): 0.082, atom 29 (H): 0.106, atom 30 (H): 0.104, atom 31 (C): -0.027, atom 32 (O): -0.112, atom 33 (C): -0.201, atom 34 (C): 0.001, atom 35 (C): -0.659, atom 36 (Br): 0.844, atom 37 (C): -0.041, atom 38 (C): -0.061, atom 39 (C): -0.139, atom 40 (O): -0.009, atom 41 (C): -0.173, atom 42 (N): 0.230, atom 43 (C): -0.174, atom 44 (C): 0.049, atom 45 (C): -0.027, atom 46 (C): 0.016, atom 47 (C): 0.024, atom 48 (C): -0.135, atom 49 (N): 0.197, atom 50 (H): 0.110, atom 51 (H): 0.089, atom 52 (H): 0.101, atom 53 (H): 0.115, atom 54 (H): 0.118, atom 55 (H): 0.105, atom 56 (H): 0.135, atom 57 (H): 0.125, atom 58 (H): 0.128, atom 59 (H): 0.126, atom 60 (H): 0.173, atom 61 (N): 0.091, atom 62 (C): -0.072, atom 63 (C): -0.149, atom 64 (C): -0.141, atom 65 (N): 0.252, atom 66 (C): -0.138, atom 67 (N): 0.235, atom 68 (C): 0.039, atom 69 (C): -0.433, atom 70 (O): -0.275, atom 71 (C): -0.566, atom 72 (F): 0.127, atom 73 (F): 0.128, atom 74 (F): 0.196, atom 75 (C): -0.566, atom 76 (F): 0.158, atom 77 (F): 0.175, atom 78 (F): 0.165, atom 79 (H): 0.071, atom 80 (H): 0.107, atom 81 (H): 0.108

=====

C2H3NOS | ωB97M-V/def2-TZVPD

Structure (ORCA input):
```
! wB97M-V def2-TZVPD RIJCOSX def2/J DEFGRID3
* xyz 0 1
C 2.52 -0.18 -0.08
C -0.22 -0.22 0.43
N 2.39 0.99 -0.21
O 2.24 -1.27 0.17
S 0.48 1.25 0.26
H -0.09 -0.79 1.40
H -0.47 -0.98 -0.43
H 0.11 1.61 -0.96
*
```

Computed properties:
* HOMO-LUMO gap: 0.3414 Ha
* DFT total energy: -16492.3080 eV
* lowest unoccupied orbital energy: 0.1 eV
* ΔE to the lowest compared entry with this formula, charge and spin: 66.7 kcal/mol
* HOMO: -9.21 eV

How positive or negative is each atom? The Löwdin charges in e answer that: atom 1 (C): -0.607, atom 2 (C): -0.439, atom 3 (N): -0.113, atom 4 (O): 0.117, atom 5 (S): 0.954, atom 6 (H): 0.042, atom 7 (H): 0.072, atom 8 (H): -0.025